# 1
Entry from the Open Molecules 2025 dataset: 2 unconnected molecules or ions with the total composition C10H15NO2 in a non-equilibrium geometry (ωB97M-V with the def2-TZVPD basis set).

Each line ends with the natural charge from an NBO analysis.
Atoms and positions in Å:
C (0.255, 2.728, -2.294)  -0.624
C (-0.353, 1.467, -1.862)  -0.067
C (-1.629, 1.567, -1.269)  -0.184
C (-2.321, 0.406, -1.021)  -0.268
C (-1.704, -0.870, -1.046)  0.312
O (-2.433, -1.850, -0.527)  -0.653
C (-0.249, -0.889, -1.387)  -0.294
C (0.304, 0.258, -1.933)  -0.205
H (0.841, 2.536, -3.355)  0.203
H (0.918, 3.309, -1.725)  0.226
H (-0.590, 3.301, -2.760)  0.219
H (-1.979, 2.541, -1.174)  0.212
H (-3.293, 0.406, -0.552)  0.217
H (-1.907, -2.644, -0.520)  0.481
H (0.156, -1.820, -1.063)  0.211
H (1.329, 0.326, -2.381)  0.225
C (1.043, 0.363, 1.335)  -0.610
C (2.013, -0.694, 1.980)  -0.487
C (1.292, -1.921, 2.711)  0.676
N (-0.054, -1.997, 2.781)  -0.825
O (2.004, -2.862, 3.032)  -0.630
H (1.244, 1.362, 1.645)  0.209
H (0.142, 0.181, 1.672)  0.177
H (1.060, 0.320, 0.168)  0.229
H (2.525, -1.283, 1.314)  0.230
H (2.540, -0.121, 2.776)  0.234
H (-0.522, -2.780, 3.149)  0.400
H (-0.629, -1.344, 2.305)  0.388

The calculation puts the HOMO-LUMO gap at 8.9 eV. For the relative energy (zero: lowest compared OMol25 entry of this formula, charge and spin), the calculation gives 243.6 kJ/mol. The total energy is -16196.568 eV. Its SMILES is Cc1ccc(O)cc1.CCC(N)=O.

# 2
Entry from the Open Molecules 2025 dataset: 2 unconnected molecules or ions with the total composition C10H15NO2 in a non-equilibrium geometry (ωB97M-V with the def2-TZVPD basis set).

Each line ends with the natural charge from an NBO analysis.
Atoms and positions in Å:
C (-1.044, 3.325, 1.512)  -0.642
C (-1.397, 1.922, 1.055)  0.038
C (-0.692, 0.822, 1.533)  -0.206
C (-0.993, -0.473, 1.151)  -0.290
C (-2.076, -0.674, 0.295)  0.302
O (-2.408, -1.914, -0.180)  -0.674
C (-2.839, 0.395, -0.132)  -0.272
C (-2.485, 1.680, 0.221)  -0.208
H (-0.983, 3.342, 2.603)  0.213
H (-1.854, 4.013, 1.274)  0.210
H (-0.124, 3.695, 1.062)  0.220
H (0.171, 0.959, 2.179)  0.207
H (-0.429, -1.364, 1.396)  0.199
H (-1.747, -2.564, 0.088)  0.474
H (-3.666, 0.202, -0.802)  0.222
H (-3.008, 2.530, -0.223)  0.209
C (2.366, -2.436, -2.180)  -0.603
C (1.856, -1.839, -0.851)  -0.500
C (2.408, -0.434, -0.678)  0.678
N (3.682, -0.387, -0.176)  -0.841
O (1.810, 0.571, -0.992)  -0.605
H (1.708, -2.114, -2.985)  0.224
H (2.284, -3.523, -2.137)  0.208
H (3.427, -2.274, -2.362)  0.211
H (0.770, -1.803, -0.896)  0.230
H (2.129, -2.422, 0.020)  0.202
H (4.027, 0.533, 0.039)  0.405
H (4.159, -1.215, 0.125)  0.391

The calculation puts the HOMO-LUMO gap at 8.8 eV. For the relative energy (zero: lowest compared OMol25 entry of this formula, charge and spin), the calculation gives 25.5 kJ/mol. The total energy is -16198.828 eV. Its SMILES is Cc1ccc(O)cc1.CCC(N)=O.

# 3
Entry from the Open Molecules 2025 dataset: 2 unconnected molecules or ions with the total composition C10H15NO2 in a non-equilibrium geometry (ωB97M-V with the def2-TZVPD basis set).

Each line ends with the natural charge from an NBO analysis.
Atoms and positions in Å:
C (2.094, -0.550, 2.823)  -0.635
C (0.810, 0.021, 2.287)  -0.041
C (0.838, 1.027, 1.322)  -0.201
C (-0.361, 1.474, 0.788)  -0.236
C (-1.510, 0.797, 1.172)  0.268
O (-2.695, 1.177, 0.515)  -0.722
C (-1.575, -0.285, 2.029)  -0.255
C (-0.343, -0.710, 2.535)  -0.205
H (1.936, -1.022, 3.795)  0.216
H (2.902, 0.151, 3.068)  0.218
H (2.627, -1.235, 2.164)  0.219
H (1.805, 1.483, 1.151)  0.219
H (-0.502, 2.308, 0.125)  0.228
H (-3.123, 1.891, 1.006)  0.480
H (-2.536, -0.776, 2.033)  0.234
H (-0.342, -1.414, 3.357)  0.213
C (-1.230, -0.158, -3.039)  -0.596
C (-0.233, 0.050, -1.869)  -0.490
C (1.051, -0.609, -2.365)  0.679
N (1.426, -1.711, -1.657)  -0.833
O (1.684, -0.177, -3.306)  -0.623
H (-2.162, 0.378, -2.882)  0.212
H (-1.406, -1.226, -3.166)  0.203
H (-0.822, 0.265, -3.956)  0.220
H (-0.088, 1.087, -1.617)  0.230
H (-0.652, -0.577, -1.086)  0.201
H (2.230, -2.219, -1.983)  0.399
H (1.043, -1.921, -0.751)  0.398

The calculation puts the HOMO-LUMO gap at 9.8 eV. For the relative energy (zero: lowest compared OMol25 entry of this formula, charge and spin), the calculation gives 77.8 kJ/mol. The total energy is -16198.286 eV. Its SMILES is Cc1ccc(O)cc1.CCC(N)=O.

# 4
Entry from the Open Molecules 2025 dataset: a single C10H15NO2 molecule in a non-equilibrium geometry (ωB97M-V with the def2-TZVPD basis set).

Each line ends with the natural charge from an NBO analysis.
Atoms and positions in Å:
O (0.933, -0.660, -2.038)  -0.556
C (0.696, 0.190, -1.179)  0.638
C (0.472, 1.596, -1.561)  -0.522
C (-0.779, 2.327, -0.872)  -0.394
C (-0.844, 2.120, 0.596)  -0.414
C (0.270, 1.145, 1.082)  -0.365
C (0.440, -0.184, 0.270)  -0.236
C (1.652, -1.087, 0.738)  -0.384
C (1.191, -2.513, 0.369)  -0.403
C (-0.271, -2.508, 0.845)  -0.441
C (-0.740, -1.157, 0.315)  0.238
N (-1.926, -1.209, -0.202)  -0.121
O (-2.241, -0.062, -0.917)  -0.590
H (0.381, 1.588, -2.616)  0.240
H (1.297, 2.196, -1.287)  0.227
H (-1.727, 1.927, -1.256)  0.231
H (-0.754, 3.363, -1.130)  0.207
H (-1.789, 1.596, 0.892)  0.213
H (-0.782, 3.024, 1.188)  0.214
H (1.305, 1.605, 1.116)  0.200
H (0.047, 0.804, 2.060)  0.212
H (1.843, -1.123, 1.861)  0.210
H (2.617, -0.780, 0.287)  0.225
H (1.842, -3.317, 0.907)  0.210
H (1.197, -2.679, -0.691)  0.234
H (-0.310, -2.610, 1.976)  0.209
H (-0.901, -3.369, 0.473)  0.238
H (-3.120, -0.224, -1.226)  0.482

The calculation puts the HOMO-LUMO gap at 10.1 eV. For the relative energy (zero: lowest compared OMol25 entry of this formula, charge and spin), the calculation gives 275.1 kJ/mol. The total energy is -16196.241 eV. Its SMILES is O=C1CCCC[C@]12CCC/C2=N/O.

# 5
Entry from the Open Molecules 2025 dataset: a single C10H15NO2 molecule in a non-equilibrium geometry (ωB97M-V with the def2-TZVPD basis set).

Each line ends with the natural charge from an NBO analysis.
Atoms and positions in Å:
C (1.477, -2.242, -3.081)  -0.603
C (0.335, -2.139, -2.072)  -0.397
C (0.276, -0.828, -1.323)  -0.405
C (-0.859, -0.825, -0.249)  -0.195
N (-0.874, 0.444, 0.506)  -0.347
C (-1.594, 1.479, -0.021)  0.062
C (-1.611, 2.737, 0.535)  -0.366
C (-0.744, 3.037, 1.663)  0.429
O (-0.562, 4.152, 2.147)  -0.648
C (-0.010, 1.864, 2.193)  0.194
O (0.708, 2.152, 3.299)  -0.679
C (-0.092, 0.624, 1.642)  0.127
C (0.686, -0.519, 2.215)  -0.658
H (1.305, -1.549, -3.912)  0.203
H (1.509, -3.256, -3.511)  0.215
H (2.467, -1.969, -2.655)  0.208
H (0.482, -2.976, -1.367)  0.193
H (-0.656, -2.306, -2.544)  0.197
H (1.253, -0.636, -0.852)  0.204
H (0.080, -0.041, -2.047)  0.204
H (-0.745, -1.656, 0.433)  0.212
H (-1.828, -0.934, -0.783)  0.206
H (-2.209, 1.195, -0.872)  0.205
H (-2.197, 3.540, 0.152)  0.233
H (0.671, 3.121, 3.360)  0.509
H (1.273, -0.179, 3.059)  0.257
H (1.423, -0.938, 1.547)  0.219
H (0.038, -1.350, 2.539)  0.220

The calculation puts the HOMO-LUMO gap at 8.6 eV. For the relative energy (zero: lowest compared OMol25 entry of this formula, charge and spin), the calculation gives 55.0 kJ/mol. The total energy is -16198.522 eV. Its SMILES is CCCCn1ccc(=O)c(O)c1C.

# 6
Entry from the Open Molecules 2025 dataset: 2 unconnected molecules or ions with the total composition C10H15NO3 (ωB97M-V with the def2-TZVPD basis set).

Each line ends with the natural charge from an NBO analysis.
Atoms and positions in Å:
O (1.054, 0.422, 2.613)  -0.499
C (1.117, -0.748, 2.300)  0.491
C (0.506, -1.241, 1.040)  -0.246
C (0.586, -2.523, 0.692)  -0.218
C (1.281, -3.514, 1.552)  0.475
O (1.354, -4.681, 1.235)  -0.484
C (1.885, -3.020, 2.816)  -0.226
C (1.810, -1.739, 3.162)  -0.235
H (0.007, -0.502, 0.424)  0.240
H (0.153, -2.906, -0.224)  0.231
H (2.385, -3.761, 3.426)  0.234
H (2.244, -1.354, 4.076)  0.233
C (-1.933, 1.476, 1.003)  -0.642
C (-1.032, 2.227, 0.030)  -0.065
O (-1.021, 1.540, -1.205)  -0.556
C (-0.057, 2.038, -2.103)  -0.075
C (-0.134, 1.267, -3.446)  -0.234
N (-1.048, 0.140, -3.481)  -0.827
H (-2.670, 2.125, 1.469)  0.215
H (-1.346, 1.013, 1.793)  0.220
H (-2.448, 0.684, 0.460)  0.221
H (-0.011, 2.288, 0.421)  0.171
H (-1.380, 3.255, -0.115)  0.164
H (0.941, 1.948, -1.658)  0.158
H (-0.238, 3.105, -2.277)  0.162
H (-0.403, 1.971, -4.233)  0.181
H (0.859, 0.895, -3.691)  0.190
H (-1.857, 0.306, -2.906)  0.369
H (-0.604, -0.710, -3.173)  0.352

The calculation puts the HOMO-LUMO gap at 7.6 eV. For the relative energy (zero: lowest compared OMol25 entry of this formula, charge and spin), the calculation gives 192.6 kJ/mol. The total energy is -18243.935 eV. Its SMILES is O=C1C=CC(=O)C=C1.CCOCCN.

Question: Among the records above, which one has the highest relative energy (zero: lowest compared OMol25 entry of this formula, charge and spin)?
Answer: number 4